Entry 1:
3 unconnected molecules or ions with the total composition C14H30N3O4, computed with the ωB97M-V functional and the def2-TZVPD basis.

Calculated values
LUMO   -4.0 eV
Charge   +1
Gap between HOMO and LUMO   7.252 eV
F_max   7.18 eV/A
Energy   -27649.3422 eV

XYZ file:
```
51
C14H30N3O4 (the ωB97M-V functional and the def2-TZVPD basis)
O -1.67554 -2.23374 -6.30123
O -0.93007 -1.25546 -3.59518
O -0.77210 2.47045 3.69421
O 1.09578 2.89898 5.96641
N -0.80248 -2.13876 0.41892
N -2.04573 0.06573 0.39811
N 2.12998 0.15110 1.15227
C 2.61731 -0.69687 0.14986
C -0.96422 1.97760 5.02399
C -2.07668 -1.38210 0.83623
C -0.33310 2.91399 6.05800
C 1.60373 4.05453 5.30917
C 0.05499 -1.13258 -0.31878
C -2.14924 -1.78318 -3.08550
C 1.57380 -1.34338 -0.98509
C -2.41539 -1.03646 -6.51200
C 4.22948 -1.01849 0.21194
C -0.19716 -2.22315 -4.35317
C -0.75109 0.32560 -0.33991
C 0.25409 1.76731 3.00344
C -0.33975 -1.97207 -5.85681
H -0.59161 -3.14538 0.62758
H -2.73541 -2.27560 -3.86682
H -2.73871 -0.95611 -2.67924
H -2.71857 0.85205 0.53222
H -1.93843 -2.49177 -2.27996
H 0.85643 -2.11128 -4.07682
H 1.49933 4.92729 5.96049
H -0.58995 2.55572 7.05992
H 1.09714 4.23611 4.35814
H -2.99727 -1.78586 1.43456
H 2.93934 0.43907 1.76882
H 4.77627 0.03064 0.06585
H 1.17253 1.70740 3.59455
H 0.31420 -2.66710 -6.39296
H -2.04494 1.94158 5.19625
H -0.72288 3.93427 5.95505
H -2.05024 -0.52827 -7.40936
H 0.47348 2.30332 2.07547
H 1.80525 -2.47978 -1.21266
H 2.66677 3.89422 5.10854
H 4.59767 -1.83182 -0.54533
H 1.69040 -0.71976 -1.99447
H -0.03186 -0.95167 -6.11660
H -2.35430 -0.36495 -5.65211
H -0.29460 1.28182 -0.83577
H -0.50666 -3.24236 -4.09366
H -0.57312 0.95851 5.12598
H 4.44779 -1.37439 1.33015
H -0.09040 0.76028 2.75311
H -3.46424 -1.30525 -6.66580
```



Entry 2:
A molecular structure, H18O9Xe, computed with the ωB97M-V functional and the def2-TZVPD basis.

Calculated values
LUMO   -0.2 eV
Gap between HOMO and LUMO   10.374 eV
F_max   0.88 eV/A
Energy   -27682.2155 eV

XYZ file:
```
28
H18O9Xe (the ωB97M-V functional and the def2-TZVPD basis)
Xe -10.11439 17.42633 -13.00316
O -12.93665 15.26876 -14.06624
O -8.08238 21.32158 -12.32845
O -14.00269 17.05327 -12.05418
O -8.37776 13.69276 -13.51088
O -7.18671 16.27782 -14.64489
O -6.59030 18.62645 -13.39041
O -12.64885 17.16609 -9.55223
O -9.24073 16.77565 -16.43138
O -12.05094 16.41050 -16.29939
H -10.16547 16.74761 -16.67691
H -7.97675 20.43705 -12.67869
H -12.22458 15.58086 -16.74412
H -8.99300 17.69455 -16.53372
H -7.83937 14.47931 -13.42317
H -12.56752 15.76952 -14.79371
H -13.00568 16.76857 -10.34652
H -12.54110 18.09092 -9.77428
H -7.02171 17.12028 -14.22149
H -8.10225 16.32299 -14.92053
H -12.28899 14.58584 -13.89192
H -6.73798 18.28644 -12.50791
H -13.58298 16.30958 -12.48662
H -9.02958 21.44042 -12.25835
H -7.74822 12.97197 -13.53039
H -14.51229 17.47637 -12.74521
H -5.64244 18.74805 -13.44524
H -12.42997 17.07507 -16.87464
```